1.
The following is a DFT calculation (the ωB97M-V functional and the def2-TZVPD basis) of a cluster of 2 separate species, C11H19N2O3 in total in a non-equilibrium geometry.

Element x y z (Å)
C -1.025 -2.429 0.948
C -2.383 -1.920 0.485
O -3.250 -1.789 1.248
N -2.456 -1.647 -0.923
C -2.852 -0.209 -1.238
C -1.668 0.509 -2.000
C -0.338 0.021 -1.584
N 0.306 0.604 -0.672
C -3.308 -2.547 -1.604
C -2.665 -3.149 -2.850
O -4.419 -2.795 -1.283
H -0.981 -3.495 0.715
H -0.867 -2.213 1.999
H -0.251 -1.956 0.351
H -3.666 -0.289 -1.971
H -1.756 0.350 -3.090
H -1.751 1.565 -1.761
H 0.110 -0.854 -2.059
H 1.201 0.138 -0.509
H -3.248 -3.971 -3.248
H -2.558 -2.328 -3.558
H -1.664 -3.452 -2.557
C 2.701 2.780 2.897
C 2.182 2.891 1.469
C 3.431 2.588 0.659
O 4.221 1.687 1.447
C 3.695 1.634 2.776
H 1.922 2.589 3.634
H 3.222 3.700 3.179
H 1.423 2.128 1.286
H 1.750 3.863 1.233
H 4.023 3.494 0.483
H 3.206 2.128 -0.304
H 3.200 0.666 2.908
H 4.514 1.706 3.494

The charge is -1. The calculation puts the HOMO energy at -0.071 Eh. Its orbital gap is 4.857 eV. As for the LUMO energy: 2.92 eV. The calculation puts the energy above the lowest of the compared OMol25 structures with the same formula, charge and spin at 10.8 kcal/mol.

2.
The following is a DFT calculation (the ωB97M-V functional and the def2-TZVPD basis) of a structure of composition C11H19N3O2S in a non-equilibrium geometry.

Element x y z (Å)
C 5.279 -2.644 -3.036
C 4.651 -2.728 -1.627
C 3.099 -2.731 -1.488
C 2.645 -2.881 -0.197
C 2.886 -1.693 0.513
H 4.121 -1.440 0.757
H 2.729 -1.750 1.689
O 2.358 -0.606 0.150
C 1.081 -0.452 0.323
O 0.319 -1.063 0.912
N 0.722 0.690 -0.065
C -0.597 1.065 -0.222
N -1.072 2.378 -0.977
N -2.326 2.522 -0.559
C -3.004 1.537 -0.105
C -4.274 1.682 0.264
H -4.812 2.659 -0.305
H -4.769 0.806 -0.249
C -4.843 1.526 1.821
C -4.123 2.865 2.544
H -4.446 2.704 3.450
H -2.956 2.916 2.467
H -4.649 3.686 2.154
H -4.103 0.748 2.297
H -5.935 1.233 1.887
S -1.970 0.333 0.567
H 1.368 1.522 -0.831
H 1.559 -3.156 -0.094
H 3.276 -3.733 0.310
H 2.856 -3.444 -2.201
H 2.870 -1.875 -1.925
H 5.082 -3.826 -1.301
H 5.195 -1.979 -1.031
H 6.381 -2.723 -3.248
H 4.914 -3.523 -3.742
H 4.924 -1.862 -3.359

The calculation puts the HOMO energy at -0.300 Eh. Its orbital gap is 8.505 eV. As for the LUMO energy: 0.34 eV. The calculation puts the energy above the lowest of the compared OMol25 structures with the same formula, charge and spin at 246.6 kcal/mol.

3.
The following is a DFT calculation (the ωB97M-V functional and the def2-TZVPD basis) of a structure of composition C11H19N3O6PTi in a non-equilibrium geometry.

Element x y z (Å)
O -0.004 2.244 -5.184
C -0.012 2.075 -4.058
Ti 0.125 -0.140 0.156
C -0.309 0.721 1.936
O -0.503 1.173 3.012
C -0.165 -2.237 -0.231
O -0.195 -3.390 -0.298
C 2.216 0.194 -0.381
O 3.350 0.078 -0.552
C -2.034 0.030 -0.312
O -3.175 -0.089 -0.515
H 0.027 -0.119 -1.421
C -1.253 -2.296 2.929
N -0.031 -2.002 3.684
C -0.284 -1.680 5.072
P 1.393 -1.805 2.908
O 1.192 -1.326 1.484
N 2.487 -0.868 3.721
C 3.685 -0.514 2.936
C 2.162 0.225 4.632
N 2.202 -3.286 2.888
C 2.748 -3.778 4.169
C 1.601 -4.393 2.103
H -1.676 -1.368 2.534
H -1.942 -2.724 3.663
H -1.100 -3.034 2.134
H 0.555 -1.919 5.731
H -0.584 -0.632 5.150
H -1.126 -2.300 5.380
H 3.464 0.308 2.244
H 4.412 -0.168 3.676
H 4.104 -1.370 2.400
H 1.832 1.115 4.083
H 1.448 -0.062 5.405
H 3.110 0.437 5.134
H 1.958 -4.049 4.901
H 3.304 -4.692 3.911
H 3.431 -3.036 4.605
H 0.550 -4.593 2.393
H 1.707 -4.193 1.028
H 2.198 -5.276 2.372

As for the expectation value of S²: 0.755. The charge is +2. As for the spin multiplicity: 2. The calculation puts the HOMO energy (alpha / beta) at -0.563 / -0.563 Eh. Its orbital gap (alpha / beta) is 5.389 / 5.574 eV. As for the LUMO energy (alpha / beta): -9.92 / -9.74 eV. The calculation puts the energy above the lowest of the compared OMol25 structures with the same formula, charge and spin at 7.4 kcal/mol.

4.
The following is a DFT calculation (the ωB97M-V functional and the def2-TZVPD basis) of a cluster of 2 separate species, C11H19N6O7 in total in a non-equilibrium geometry.

Element x y z (Å)
O -2.267 -3.930 2.594
O -0.587 -5.553 6.295
O 0.654 -2.068 4.737
O -0.839 -0.071 -5.688
O -0.299 -0.158 1.363
O 2.609 1.299 -3.200
O 0.324 1.739 2.314
C -1.561 -3.007 2.223
C -0.041 -4.561 5.861
C -0.168 -2.786 4.195
C -0.589 0.803 -4.872
C 0.124 1.023 1.312
C 1.683 2.019 -2.842
N -1.732 -2.544 0.965
N 1.029 -4.094 6.554
N -0.684 -2.345 3.019
N -0.549 -3.974 4.748
N 1.923 3.323 -2.671
N -0.121 0.495 -3.666
C -0.834 2.253 -5.236
C 0.989 4.374 -2.269
C 0.387 1.664 -0.058
C 0.186 0.706 -1.243
C 0.274 1.428 -2.599
H -1.336 -1.606 0.823
H -2.633 -2.757 0.558
H 1.079 -4.410 7.514
H 1.282 -3.130 6.334
H -0.307 -1.466 2.650
H -1.320 -4.451 4.292
H 2.886 3.584 -2.820
H 0.067 -0.483 -3.511
H 0.100 2.806 -5.169
H -1.578 2.674 -4.563
H -1.206 2.296 -6.258
H 0.095 4.353 -2.892
H 1.466 5.349 -2.379
H 0.710 4.246 -1.221
H -0.300 2.504 -0.179
H 1.408 2.050 -0.081
H -0.806 0.256 -1.165
H 0.933 -0.089 -1.201
H -0.450 2.238 -2.567

The charge is -1. The calculation puts the HOMO energy at -0.207 Eh. Its orbital gap is 8.039 eV. As for the LUMO energy: 2.41 eV.

5.
The following is a DFT calculation (the ωB97M-V functional and the def2-TZVPD basis) of a structure of composition C11H20AlCsF8LiMgNO9PS3 in a non-equilibrium geometry.

Element x y z (Å)
O -1.201 1.428 -3.122
P -0.148 1.121 -2.117
S -0.548 -0.842 -1.236
C 0.563 -1.008 0.144
C 2.041 -0.848 0.033
C 2.776 -0.977 1.263
N 2.340 -1.214 2.555
C 1.010 -1.392 2.692
C 0.120 -1.291 1.509
C -0.166 -2.034 -2.605
F 1.153 -1.994 -2.882
F -0.620 -3.282 -2.383
F -0.799 -1.552 -3.716
H 0.020 2.100 -1.100
H 1.085 0.966 -2.833
H 2.527 -0.639 -0.947
H 3.881 -0.857 1.160
H 0.594 -1.612 3.733
H -0.975 -1.442 1.672
F 2.818 -0.725 6.076
Al 1.530 -1.563 6.873
F 1.214 -0.841 8.397
F 1.979 -3.232 7.079
F 0.069 -1.479 5.869
F 2.206 -3.058 1.589
C -2.928 -6.285 -3.316
O -1.574 -5.879 -3.279
H -2.966 -7.346 -3.574
H -3.389 -6.135 -2.333
H -3.470 -5.709 -4.073
H -1.558 -4.943 -3.049
Li 3.559 -3.130 5.263
Cs -0.787 0.119 4.927
O 3.268 1.677 -1.854
S 4.654 2.071 -1.576
O 5.415 2.092 -2.830
O 5.276 1.110 -0.656
O 4.671 3.400 -0.956
C -1.134 6.827 0.750
C -1.988 5.587 0.464
C -1.160 4.656 -0.426
S 0.562 4.993 -0.041
O 1.189 5.561 -1.203
O 1.128 3.860 0.659
C 0.246 6.302 1.132
H -1.563 7.438 1.544
H -1.064 7.442 -0.150
H -2.224 5.083 1.405
H -2.933 5.849 -0.013
H -1.376 3.608 -0.224
H -1.316 4.870 -1.484
H 1.027 7.057 1.063
H 0.237 5.860 2.130
O -5.879 -7.224 -4.151
H -6.792 -7.044 -4.426
H -5.380 -7.251 -4.983
Mg -5.220 -8.253 -2.442

The charge is +1. The calculation puts the HOMO energy at -0.307 Eh. Its orbital gap is 0.992 eV. As for the LUMO energy: -7.36 eV.

6.
The following is a DFT calculation (the ωB97M-V functional and the def2-TZVPD basis) of a cluster of 2 separate species, C11H20BClN3O4 in total in a non-equilibrium geometry.

Element x y z (Å)
C -2.493 -0.848 -4.044
C -1.108 -0.186 -3.454
C -1.078 -0.280 -1.788
N -0.816 1.120 -1.192
C -1.307 1.168 0.270
C -0.981 -0.177 1.135
C -1.544 -0.016 2.707
C -2.249 1.446 2.874
Cl -2.978 1.735 4.599
N -2.425 2.582 1.960
N -1.962 2.443 0.685
O -2.148 3.542 -0.117
B -1.172 4.575 0.337
O 0.107 4.268 1.045
O -1.411 6.028 0.057
H -2.205 -1.935 -4.436
H -3.314 -0.990 -3.210
H -3.002 -0.193 -4.892
H -0.207 -0.804 -3.923
H -0.935 0.935 -3.778
H -0.087 -0.900 -1.545
H -2.052 -0.780 -1.376
H -1.390 1.737 -1.804
H -0.425 -1.145 0.766
H -1.433 -0.850 3.525
H 0.394 5.104 1.554
H -0.804 6.204 -0.741
C 3.120 -2.705 2.186
C 3.613 -3.450 0.972
C 2.658 -2.973 -0.101
O 2.269 -1.638 0.252
C 2.701 -1.378 1.595
H 3.872 -2.603 2.974
H 2.248 -3.219 2.608
H 4.634 -3.132 0.731
H 3.612 -4.536 1.092
H 1.753 -3.588 -0.129
H 3.112 -2.973 -1.096
H 3.545 -0.681 1.545
H 1.891 -0.904 2.157

The charge is +1. The calculation puts the HOMO energy at -0.449 Eh. Its orbital gap is 6.788 eV. As for the LUMO energy: -5.44 eV.